a:
DFT (ωB97M-V with the def2-TZVPD basis set) results for a 10-piece molecular cluster, C37H54O30 overall.

## Properties
HOMO-LUMO gap	10.282	eV

Structure (ORCA input):
```
! RIJCOSX wB97M-V def2-TZVPD def2/J DEFGRID3
* xyz 0 1
C -6.25709 -4.20133 -6.27793
C -5.14772 -3.89855 -7.25873
C -3.82339 -4.55701 -6.89184
O -3.53023 -5.26336 -8.10788
C -4.51132 -4.92324 -9.01185
O -4.50966 -5.27970 -10.18317
O -5.48733 -4.24114 -8.51366
H -6.48458 -5.25466 -6.44180
H -7.07565 -3.50949 -6.47647
H -6.01687 -3.89970 -5.25840
H -4.90967 -2.83827 -7.34360
H -3.93847 -5.06065 -5.93205
H -3.02179 -3.81879 -6.86773
C -5.55001 -0.45731 0.48926
C -6.48392 -0.23033 -0.78176
C -7.52080 0.99536 -0.75268
O -7.26038 1.62878 -2.04652
C -6.56343 0.69743 -2.85278
O -6.51824 0.56730 -4.12971
O -5.86099 -0.07106 -2.01861
H -4.94741 -1.34480 0.29606
H -6.11074 -0.72730 1.38413
H -4.98140 0.46465 0.61074
H -6.97682 -1.20251 -0.78635
H -7.29883 1.60325 0.12441
H -8.54173 0.61363 -0.74272
C -2.47427 4.52936 -0.64311
C -1.83633 5.96268 -0.96893
C -2.05816 6.95391 0.16134
O -0.89959 7.68901 0.39430
C 0.12327 6.95511 -0.12427
O 1.28772 7.32199 -0.13811
O -0.42467 5.89973 -0.76005
H -2.07307 4.05729 0.25370
H -2.14889 3.84554 -1.42709
H -3.53416 4.27761 -0.60625
H -2.22104 6.13741 -1.97371
H -2.29423 6.45247 1.09991
H -2.81314 7.71963 -0.01685
C 0.23196 -1.69118 -8.77768
C 1.50758 -1.15939 -8.07190
C 1.71587 -1.82026 -6.69447
O 2.45293 -2.97106 -6.90393
C 3.02036 -3.02226 -8.13929
O 3.75056 -3.86402 -8.65906
O 2.56740 -1.83231 -8.77509
H 0.09627 -0.98848 -9.59982
H -0.58071 -1.38590 -8.11856
H 0.22355 -2.71853 -9.14177
H 1.54365 -0.07532 -8.17958
H 0.71869 -1.92879 -6.26792
H 2.19319 -1.05057 -6.08796
C 4.13994 3.41740 -1.83153
C 4.83856 4.09722 -2.94996
C 6.23548 4.76408 -2.78381
O 7.03425 4.29267 -3.88974
C 6.23675 3.38133 -4.51271
O 6.61383 2.72206 -5.50759
O 4.98071 3.21546 -3.99024
H 4.53089 2.48959 -1.41390
H 3.08246 3.26609 -2.04825
H 4.16407 4.04328 -0.93946
H 4.25167 4.84629 -3.48151
H 6.68739 4.38045 -1.86910
H 5.99402 5.82020 -2.66382
C -2.87657 0.30691 6.99472
C -2.78276 1.59601 6.36015
C -2.36444 2.62236 7.40621
O -1.22620 3.24939 6.87617
C -0.98911 2.91070 5.55973
O -0.02936 3.30058 4.88108
O -1.80242 1.75610 5.35075
H -2.16918 0.05877 7.78599
H -3.07194 -0.44633 6.23145
H -3.86267 0.35745 7.45643
H -3.70129 1.93620 5.88196
H -2.19840 2.05705 8.32324
H -3.18955 3.29898 7.62865
C 3.47168 -0.41264 6.07112
C 4.70586 -0.69123 6.94147
C 5.46176 0.34684 7.63525
O 5.40934 -0.14445 8.98863
C 4.81297 -1.20434 9.12563
O 4.64182 -1.81121 10.11430
O 4.18755 -1.54442 7.94071
H 3.66605 0.22674 5.21002
H 2.63373 0.00403 6.62999
H 3.16295 -1.40350 5.73794
H 5.45698 -1.34084 6.49210
H 4.84830 1.22708 7.44305
H 6.50551 0.49299 7.35713
O 5.85608 2.49430 2.51381
C 6.84203 1.80211 2.25033
O 6.64806 0.54115 2.06636
C 7.65540 -0.00782 1.15189
C 8.52395 1.25142 0.93088
O 7.96268 2.17313 1.85141
H 8.30983 -0.78788 1.54089
H 7.25323 -0.28921 0.17865
H 8.40330 1.58022 -0.10132
H 9.48811 0.99442 1.36955
O -0.79939 -2.46928 -2.08128
C -0.23495 -2.04590 -1.08059
O -0.71439 -1.09008 -0.40299
C 0.37710 -0.49869 0.29340
C 1.36047 -1.56105 0.31597
O 0.97849 -2.32658 -0.73900
H 0.68665 0.51738 0.04869
H 0.05011 -0.47751 1.33298
H 1.32326 -2.11968 1.25119
H 2.25588 -0.95268 0.18854
O -1.24227 -4.50069 4.66512
C -1.85849 -5.40841 5.13714
O -2.37977 -6.36447 4.41920
C -3.37912 -6.89955 5.17546
C -3.07208 -6.58902 6.58962
O -2.30290 -5.39355 6.34521
H -4.26784 -6.40305 4.78589
H -3.49976 -7.97830 5.07614
H -2.56111 -7.42380 7.06939
H -3.89943 -6.33711 7.25302
*
```

Results of the Löwdin charge analysis, in e, for atoms 1 through 99: -0.01 -0.40 -0.07 0.07 -0.55 0.13 0.14 0.10 0.09 0.09 0.16 0.13 0.13 -0.01 -0.30 -0.05 0.02 -0.42 0.08 0.07 0.08 0.08 0.08 0.14 0.12 0.12 -0.02 -0.24 -0.14 0.07 -0.51 0.14 0.07 0.08 0.07 0.08 0.15 0.14 0.14 -0.03 -0.28 -0.14 0.08 -0.43 0.13 0.01 0.08 0.08 0.10 0.15 0.13 0.13 -0.01 -0.38 -0.07 0.08 -0.48 0.09 0.08 0.09 0.09 0.09 0.16 0.13 0.14 -0.04 -0.39 -0.12 0.06 -0.40 0.12 0.05 0.10 0.10 0.10 0.15 0.12 0.13 0.00 -0.36 -0.05 0.15 -0.68 0.18 0.06 0.08 0.09 0.09 0.15 0.14 0.14 0.11 -0.70 0.08 -0.06 -0.08 0.11 0.13 0.13


b:
DFT (ωB97M-V with the def2-TZVPD basis set) results for a 10-piece molecular cluster, C37H54O30 overall.

## Properties
HOMO-LUMO gap	9.967	eV

Structure (ORCA input):
```
! RIJCOSX wB97M-V def2-TZVPD def2/J DEFGRID3
* xyz 0 1
C 4.11073 -4.21557 2.67481
C 4.20935 -2.71198 2.76573
C 3.96755 -2.18530 4.19216
O 5.28244 -1.83911 4.63369
C 6.12709 -1.76909 3.58753
O 7.24673 -1.38041 3.62164
O 5.51187 -2.19995 2.45550
H 4.23147 -4.58963 1.65669
H 3.14700 -4.56803 3.04122
H 4.91796 -4.67993 3.24966
H 3.55238 -2.23318 2.04417
H 3.55262 -2.96227 4.82556
H 3.36710 -1.27720 4.14664
C 1.56210 0.01837 -3.66790
C 1.55852 -1.39839 -4.24797
C 1.42129 -2.49411 -3.17387
O 0.27882 -3.23364 -3.57765
C -0.19433 -2.80215 -4.75994
O -1.07388 -3.27911 -5.39191
O 0.43398 -1.63974 -5.08868
H 2.56996 0.41551 -3.75415
H 1.22973 -0.03453 -2.63538
H 0.91974 0.68003 -4.25021
H 2.46125 -1.50811 -4.84973
H 1.24848 -2.05223 -2.19200
H 2.28221 -3.15641 -3.09396
C 4.20262 0.55888 -1.03779
C 5.07246 0.61271 -2.25974
C 6.58602 0.48158 -1.94686
O 6.95830 -0.78281 -2.46458
C 5.95739 -1.25396 -3.25749
O 6.07443 -2.15075 -4.02502
O 4.84905 -0.50451 -3.11672
H 3.13513 0.56709 -1.24496
H 4.36090 1.45483 -0.42340
H 4.49292 -0.22802 -0.33769
H 4.96835 1.57888 -2.75886
H 6.72197 0.53807 -0.86437
H 7.17314 1.29158 -2.37800
C -4.54564 -2.04168 5.26372
C -4.52163 -2.04981 3.74389
C -3.24046 -1.46960 3.12471
O -2.62677 -2.55392 2.44846
C -3.44840 -3.62910 2.47735
O -3.30870 -4.61747 1.83921
O -4.49999 -3.40741 3.30430
H -4.09697 -1.13895 5.69023
H -4.03630 -2.93627 5.61625
H -5.54869 -2.00273 5.69390
H -5.37385 -1.49888 3.34459
H -2.60170 -0.97046 3.84523
H -3.48483 -0.69363 2.39466
C -1.85149 -0.78188 -1.05349
C -0.71329 0.14469 -0.68367
C -0.92550 0.88892 0.64299
O 0.35505 0.87911 1.23378
C 1.04972 -0.18498 0.75824
O 2.05148 -0.57795 1.26005
O 0.39404 -0.71726 -0.27527
H -2.23016 -1.24860 -0.13966
H -1.68284 -1.48883 -1.85730
H -2.69691 -0.12297 -1.29967
H -0.41427 0.77000 -1.52312
H -1.71694 0.37929 1.19687
H -1.30539 1.89491 0.45891
C -0.34107 6.46296 1.37406
C 0.36633 5.88825 2.57593
C 0.20511 4.37005 2.72645
O 1.53909 3.89988 2.92314
C 2.42624 4.89927 2.72609
O 3.60222 4.76655 2.77440
O 1.78985 6.06105 2.45792
H 0.25576 6.38818 0.46458
H -0.65165 7.50044 1.50320
H -1.27032 5.93571 1.13157
H 0.09458 6.40530 3.49734
H -0.16444 3.85792 1.83617
H -0.46455 4.11879 3.54855
C -4.63264 3.83454 -5.07054
C -3.63947 4.56754 -4.20090
C -4.12761 4.97295 -2.77181
O -3.41939 4.12715 -1.87746
C -2.37751 3.56558 -2.53354
O -1.44151 3.05005 -2.02068
O -2.61623 3.58165 -3.85594
H -4.16283 3.34817 -5.91414
H -5.32693 4.62724 -5.39020
H -5.27688 3.20453 -4.45923
H -3.17417 5.45456 -4.62444
H -5.19025 4.76476 -2.64398
H -3.92941 6.02623 -2.58827
O -0.89546 0.61119 3.57594
C -0.74681 0.89422 4.71772
O -1.71637 1.15640 5.62112
C -1.13552 1.35844 6.89729
C 0.29795 1.76077 6.52950
O 0.47203 1.14812 5.26446
H -1.67132 2.16611 7.39486
H -1.10865 0.54937 7.63082
H 1.04943 1.41344 7.24098
H 0.47406 2.84251 6.56047
O -3.72429 -2.31099 -4.10044
C -3.33186 -1.43547 -4.78950
O -3.74169 -1.19047 -6.05788
C -3.16673 0.02063 -6.54085
C -2.03518 0.28571 -5.53224
O -2.40360 -0.52093 -4.42093
H -2.70621 -0.26163 -7.48952
H -3.87796 0.81619 -6.74780
H -1.98710 1.30907 -5.15570
H -1.05818 0.03110 -5.94007
O -1.93505 -7.63089 -0.56116
C -1.45551 -6.58410 -0.29451
O -0.55369 -6.34103 0.67650
C -0.23020 -4.96863 0.76099
C -0.92293 -4.36966 -0.48643
O -1.79251 -5.41262 -0.89721
H -0.64788 -4.55973 1.68168
H 0.83329 -4.73534 0.78018
H -0.19542 -4.05841 -1.23407
H -1.61337 -3.55460 -0.27381
*
```

Results of the Löwdin charge analysis, in e, for atoms 1 through 99: -0.02 -0.32 -0.07 0.07 -0.57 0.16 0.08 0.08 0.08 0.10 0.12 0.13 0.13 0.01 -0.27 -0.07 0.06 -0.55 0.19 0.06 0.07 0.05 0.09 0.15 0.11 0.14 -0.02 -0.31 -0.09 0.08 -0.55 0.17 0.07 0.06 0.10 0.10 0.15 0.13 0.13 -0.02 -0.30 -0.10 0.06 -0.54 0.19 0.09 0.08 0.10 0.08 0.15 0.10 0.13 0.00 -0.27 -0.11 0.06 -0.56 0.16 0.06 0.07 0.08 0.10 0.12 0.11 0.13 -0.02 -0.30 -0.08 0.07 -0.57 0.17 0.08 0.10 0.08 0.08 0.15 0.12 0.13 -0.02 -0.27 -0.09 0.07 -0.56 0.17 0.06 0.08 0.10 0.10 0.15 0.13 0.13 0.17 -0.54 0.06 -0.12 -0.12 0.08 0.13 0.13


c:
DFT (ωB97M-V with the def2-TZVPD basis set) results for a 10-piece molecular cluster, C37H54O30 overall.

## Properties
HOMO-LUMO gap	10.063	eV

Structure (ORCA input):
```
! RIJCOSX wB97M-V def2-TZVPD def2/J DEFGRID3
* xyz 0 1
C -4.01664 4.23134 0.43010
C -3.50805 5.39713 1.35213
C -4.43764 6.58839 1.39840
O -4.19082 7.03462 2.75416
C -3.70078 5.93562 3.49916
O -3.46092 5.93950 4.68679
O -3.45556 4.95848 2.69460
H -5.05450 3.98731 0.65681
H -3.41536 3.32697 0.33686
H -4.12000 4.54308 -0.60924
H -2.49074 5.66811 1.06970
H -5.43569 6.29446 1.07342
H -3.93832 7.29687 0.73747
C -0.66421 -0.84229 -5.39555
C -1.11985 -2.27078 -5.38443
C -0.00822 -3.21099 -5.71001
O 0.36254 -3.82086 -4.47803
C -0.58935 -3.43794 -3.50100
O -0.51886 -3.55498 -2.28883
O -1.48802 -2.65078 -4.04844
H -0.16021 -0.59813 -6.33068
H 0.10555 -0.81111 -4.62446
H -1.30961 0.02391 -5.24970
H -2.00713 -2.30699 -6.01650
H 0.85765 -2.83112 -6.25229
H -0.38116 -3.91743 -6.45160
C 0.79181 -5.29268 1.02584
C -0.59990 -5.15537 1.62491
C -1.65767 -5.21404 0.49463
O -2.40629 -6.38453 0.70776
C -1.95221 -6.99650 1.81111
O -2.35970 -8.04429 2.24184
O -0.89166 -6.36785 2.27499
H 1.10288 -4.30466 0.68651
H 0.88571 -5.94027 0.15411
H 1.54284 -5.53921 1.77636
H -0.74054 -4.27881 2.25734
H -1.15937 -5.26188 -0.47363
H -2.23601 -4.29014 0.50097
C -5.91296 0.99779 0.43952
C -5.15892 0.04125 1.41892
C -4.24427 0.72555 2.42027
O -4.56647 -0.06910 3.54098
C -5.81737 -0.64066 3.41773
O -6.52299 -1.08414 4.31922
O -6.23289 -0.49219 2.18805
H -6.38642 1.74228 1.07957
H -6.65914 0.53343 -0.20522
H -5.18961 1.41495 -0.26108
H -4.62841 -0.74572 0.88288
H -4.33570 1.80227 2.56311
H -3.23254 0.45223 2.12060
C -0.21537 1.51983 5.44116
C -0.49662 2.11423 4.10652
C -0.75177 3.65716 4.20435
O 0.22361 4.16437 3.32996
C 1.07560 3.22714 2.94423
O 2.07097 3.37112 2.20594
O 0.71126 2.01767 3.45654
H 0.66196 1.91500 5.95325
H 0.22371 0.52620 5.35162
H -1.12560 1.44577 6.03622
H -1.22864 1.56620 3.51330
H -0.71728 4.04710 5.22163
H -1.80255 3.76861 3.93689
C 5.88419 -0.40344 -0.64781
C 5.99352 1.09549 -0.62112
C 4.67107 1.84727 -0.40813
O 5.13730 2.84928 0.37106
C 6.19806 2.43683 1.04877
O 6.57915 2.99961 2.07781
O 6.63173 1.32420 0.60820
H 5.37372 -0.71387 -1.55950
H 5.23483 -0.73086 0.16412
H 6.79246 -1.00605 -0.64666
H 6.62936 1.36103 -1.46568
H 3.92000 1.31632 0.17675
H 4.22433 2.21250 -1.33286
C 3.04860 -2.89476 -1.99297
C 3.98808 -2.93965 -3.19561
C 4.89466 -4.09427 -3.41816
O 4.52277 -4.64668 -4.66657
C 3.73439 -3.82799 -5.28878
O 3.38269 -3.92744 -6.45755
O 3.30964 -2.91091 -4.45763
H 2.58106 -1.91023 -2.00779
H 3.68148 -3.00861 -1.11286
H 2.16428 -3.53201 -1.99339
H 4.56645 -2.01755 -3.25321
H 4.76198 -4.84553 -2.63963
H 5.95039 -3.82772 -3.36829
O 1.24387 -2.40378 2.33530
C 1.99720 -1.52229 2.67613
O 2.88920 -0.90581 1.86478
C 3.60763 0.08065 2.63556
C 3.17794 -0.27762 4.04105
O 2.05231 -1.08135 3.93608
H 4.67640 0.04118 2.42515
H 3.29376 1.08282 2.34360
H 2.94642 0.56776 4.68900
H 3.97884 -0.75373 4.60672
O -4.54568 3.19982 -3.23205
C -3.30471 3.01848 -3.27444
O -2.58048 2.02627 -3.85580
C -1.18013 2.24716 -3.65569
C -1.06307 3.42670 -2.69356
O -2.46006 3.85248 -2.63488
H -0.64114 1.41533 -3.20221
H -0.76907 2.55024 -4.61863
H -0.47776 4.23892 -3.12463
H -0.69022 3.14433 -1.70901
O -1.30133 1.86855 1.04388
C -0.59283 1.00401 0.49640
O 0.54032 1.29303 -0.21317
C 1.06832 0.13423 -0.71272
C 0.02295 -0.94273 -0.44414
O -0.88408 -0.25517 0.39715
H 1.28477 0.13337 -1.78101
H 1.93258 -0.14947 -0.11217
H 0.33485 -1.77907 0.18143
H -0.32897 -1.37935 -1.37881
*
```

Results of the Löwdin charge analysis, in e, for atoms 1 through 99: -0.01 -0.29 -0.08 0.05 -0.54 0.14 0.08 0.08 0.06 0.07 0.16 0.14 0.14 -0.02 -0.30 -0.12 0.06 -0.49 0.11 0.10 0.10 0.09 0.07 0.16 0.13 0.14 -0.03 -0.29 -0.11 0.09 -0.58 0.15 0.09 0.05 0.09 0.09 0.15 0.11 0.13 -0.01 -0.29 -0.10 0.05 -0.53 0.13 0.10 0.09 0.08 0.07 0.15 0.14 0.11 -0.02 -0.34 -0.06 0.11 -0.50 0.10 0.04 0.10 0.08 0.10 0.14 0.14 0.11 -0.02 -0.29 -0.11 0.09 -0.60 0.13 0.13 0.07 0.08 0.10 0.17 0.12 0.15 0.01 -0.30 -0.09 0.12 -0.61 0.12 0.09 0.07 0.09 0.08 0.14 0.14 0.14 0.14 -0.53 0.04 -0.08 -0.13 0.10 0.13 0.11


Which structure wins on stability? b wins.